# 1
Molecular formula: C6H7NO2
Method: DFT, ωB97M-V with the def2-TZVPD basis set

Last column: natural (NBO) charge in e.
CARTESIAN COORDINATES (ANGSTROEM)
C (-1.49831, -2.16458, 0.22079)  -0.4447
C (-1.48706, -0.89772, 0.07254)  0.2903
N (-1.79367, 0.30086, 0.05147)  0.2792
O (-2.22728, 1.06102, -0.84185)  -0.5052
O (-1.12267, 0.99033, 1.10576)  -0.3724
C (-0.02017, 1.73042, 0.56500)  -0.1449
C (1.04190, 0.70473, 0.12689)  -0.0037
C (1.22392, -0.49003, -0.46743)  -0.2183
C (2.46034, 0.34853, -0.39212)  -0.4218
H (-2.37363, -2.63920, 0.57141)  0.2349
H (-0.74416, -2.79887, -0.29610)  0.2265
H (-0.48625, 2.08211, -0.39131)  0.2557
H (0.22169, 2.33635, 1.40716)  0.2282
H (0.86892, -1.47709, -0.70476)  0.2158
H (2.69493, 0.92638, -1.35091)  0.1862
H (3.24150, -0.01325, 0.32347)  0.1942

Summary:
ΔE to the lowest compared entry with this formula, charge and spin	878.4	kJ/mol
DFT total energy	-437.733223	Ha
Kohn-Sham gap	0.363	Ha
structure (SMILES)	C=C=[N+]([O-])OCC1=CC1

# 2
Molecular formula: C6H7NO2
Method: DFT, ωB97M-V with the def2-TZVPD basis set

Last column: natural (NBO) charge in e.
CARTESIAN COORDINATES (ANGSTROEM)
C (-0.90222, -1.02327, 0.03242)  0.5659
C (0.08959, 1.48615, 0.06196)  -0.3796
C (0.98496, 0.05835, 1.56616)  -0.3709
C (-0.13701, 0.10990, 0.58018)  -0.1380
C (1.28240, 0.57328, 0.17305)  0.0816
C (-1.76235, -0.69566, -1.15844)  -0.7109
N (2.07743, 0.18212, -0.85388)  0.0464
O (-0.84253, -2.11654, 0.54167)  -0.5308
O (2.97063, -0.63760, -0.63152)  -0.1585
H (-0.26801, 1.73772, -0.92751)  0.2260
H (0.04657, 2.30625, 0.76789)  0.2096
H (0.99786, 0.77945, 2.37298)  0.2122
H (1.36353, -0.92041, 1.83195)  0.2445
H (-1.12829, -0.39400, -1.99073)  0.2309
H (-2.43493, 0.12598, -0.92171)  0.2311
H (-2.33765, -1.57173, -1.44448)  0.2405

Summary:
multiplicity	3
ΔE to the lowest compared entry with this formula, charge and spin	0.0	kJ/mol
DFT total energy	-437.874100	Ha
⟨S²⟩	2.0171
Kohn-Sham gap (alpha / beta)	0.324 / 0.311	Ha

# 3
Molecular formula: C6H7NO2S2
Method: DFT, ωB97M-V with the def2-TZVPD basis set

Last column: natural (NBO) charge in e.
CARTESIAN COORDINATES (ANGSTROEM)
C (1.59939, 2.56771, -0.49096)  -0.7082
C (0.87990, 1.55820, 0.27353)  0.1915
N (0.31824, 1.21438, 1.21782)  0.1905
O (-0.34634, 0.56686, 1.95153)  -0.4309
H (2.75065, 2.27933, -0.52514)  0.2566
H (1.38943, 3.53668, 0.05308)  0.2525
H (1.11730, 2.61436, -1.60638)  0.2613
C (0.45204, -2.09485, 0.30727)  -0.6186
C (-0.76969, -1.33005, -0.10200)  -0.2257
C (-1.83967, -1.30959, 0.69711)  -0.2625
S (-3.09049, -0.25085, 0.19676)  0.2357
S (-2.10796, 0.67070, -1.38652)  0.0047
C (-0.62271, -0.53001, -1.28144)  0.4818
O (0.18966, -0.57082, -2.13524)  -0.5506
H (0.61195, -3.08613, -0.16134)  0.2246
H (0.29588, -2.31427, 1.37084)  0.2170
H (1.32404, -1.45605, 0.19893)  0.2256
H (-2.15162, -2.06561, 1.42213)  0.2549

Summary:
ΔE to the lowest compared entry with this formula, charge and spin	255.1	kJ/mol
DFT total energy	-1234.309372	Ha
Kohn-Sham gap	0.319	Ha
structure (SMILES)	CC#[N+][O-].Cc1cssc1=O

# 4
Molecular formula: C6H7NO3
Method: DFT, ωB97M-V with the def2-TZVPD basis set

Last column: natural (NBO) charge in e.
CARTESIAN COORDINATES (ANGSTROEM)
N (-0.50332, -3.60289, 1.33140)  -0.2732
C (-0.40790, -2.44628, 1.33669)  0.2526
C (-0.34056, -1.03046, 1.13223)  -0.1760
C (-1.35582, -0.16862, 1.26782)  -0.0970
C (-0.91723, 1.19150, 0.83298)  -0.1059
O (0.48089, 1.07458, 0.60850)  -0.4901
C (0.89749, -0.25710, 0.68665)  -0.0082
C (1.43239, -0.76658, -0.64378)  0.4362
O (1.43224, -0.13345, -1.66848)  -0.5185
H (-2.35393, -0.39258, 1.64033)  0.2407
H (-1.10144, 1.95881, 1.59943)  0.2019
H (-1.44591, 1.50596, -0.08334)  0.2134
H (1.72377, -0.36258, 1.41352)  0.2096
H (1.82808, -1.80459, -0.61694)  0.1254
O (0.04885, 2.08331, -2.83425)  -0.9674
H (0.43958, 1.40350, -2.26092)  0.4904
H (0.14283, 1.74748, -3.74185)  0.4659

Summary:
ΔE to the lowest compared entry with this formula, charge and spin	164.1	kJ/mol
DFT total energy	-513.250604	Ha
Kohn-Sham gap	0.366	Ha
structure (SMILES)	N#CC1=CCO[C@@H]1C=O.O

# 5
Molecular formula: C6H7NO3
Method: DFT, ωB97M-V with the def2-TZVPD basis set

Last column: natural (NBO) charge in e.
CARTESIAN COORDINATES (ANGSTROEM)
C (2.06362, 2.39111, 0.10903)  -0.2123
C (1.00991, 1.81132, 0.24510)  -0.0101
C (-0.25698, 1.16937, 0.50164)  -0.3030
C (-0.32313, -0.22386, 1.07180)  -0.0341
N (0.77958, -1.12436, 0.90386)  -0.8970
C (-0.82063, 0.04312, -0.34637)  0.1007
O (-2.16436, -0.16373, -0.57834)  -0.6874
C (0.10346, -0.77326, -1.22363)  0.8191
O (1.09617, -0.47264, -1.83053)  -0.4986
O (-0.38150, -2.33235, -1.23987)  -0.7991
H (2.92128, 3.02159, -0.04421)  0.2440
H (-1.04834, 1.83887, 0.84821)  0.2589
H (-1.11081, -0.42964, 1.80141)  0.1993
H (1.59958, -0.90039, 1.45774)  0.3988
H (0.41063, -2.20266, 0.52510)  0.4572
H (-2.53233, 0.59889, -1.03913)  0.4860
H (-1.34613, -2.25138, -1.16179)  0.4775

Summary:
ΔE to the lowest compared entry with this formula, charge and spin	450.5	kJ/mol
DFT total energy	-513.141526	Ha
Kohn-Sham gap	0.354	Ha
structure (SMILES)	C#C[C@@H]1[C@H](N)[C@]1(O)C(=O)O

# 6
Molecular formula: C6H7NO3
Method: DFT, ωB97M-V with the def2-TZVPD basis set

Last column: natural (NBO) charge in e.
CARTESIAN COORDINATES (ANGSTROEM)
O (-0.90640, -1.89266, -1.09423)  -0.6976
C (-0.46251, -0.58159, -1.18012)  0.1401
C (-1.44791, 0.56783, -0.74758)  -0.3293
C (-1.27859, 0.02172, 0.71307)  -0.3649
C (0.17836, -0.05292, 0.13008)  -0.2607
C (1.40616, -0.52108, 0.79557)  0.5046
N (2.45297, -0.98514, 0.30360)  -0.5634
C (-0.18841, 1.33114, -0.43021)  0.6314
O (0.29453, 2.42492, -0.37910)  -0.5067
H (-1.37642, -2.12443, -1.90014)  0.4816
H (0.11185, -0.40481, -2.10035)  0.1853
H (-2.35970, 0.90643, -1.24486)  0.2342
H (-1.45967, 0.72217, 1.53602)  0.2183
H (-1.73924, -0.95451, 0.88521)  0.2437
O (2.05838, 0.53027, 1.87372)  -0.8125
H (1.50832, 1.32275, 1.81585)  0.4714
H (3.20829, -0.31008, 1.02347)  0.4244

Summary:
ΔE to the lowest compared entry with this formula, charge and spin	489.5	kJ/mol
DFT total energy	-513.126662	Ha
Kohn-Sham gap	0.380	Ha